This record from the Open Molecules 2025 dataset describes CH12B2CsO as an isolated structure. The level of theory is ωB97M-V with the def2-TZVPD basis set.

The geometry in XYZ format:
```
17
Properties=species:S:1:pos:R:3:mulliken_charge:R:1
Cs -0.8756 -1.7677 0.1981 0.901
B -3.8729 -0.2779 0.4323 0.201
H -4.5367 0.6046 -0.0618 -0.227
H -4.5770 -0.8170 1.2702 -0.196
H -3.5286 -1.0674 -0.4103 -0.376
H -2.8823 0.1378 0.9821 -0.306
B 0.4872 0.8662 -1.2632 -0.120
H 0.9475 -0.2324 -1.4314 -0.104
H 0.5676 1.1452 -0.0912 -0.106
H 1.1399 1.6606 -1.9009 -0.216
H -0.6504 0.8578 -1.6275 -0.180
C 3.2343 -0.0746 0.8664 -0.638
O 2.3486 -1.0439 0.3375 -0.575
H 2.8285 0.3600 1.7854 0.246
H 4.2071 -0.5320 1.0614 0.243
H 3.3938 0.7366 0.1500 0.259
H 1.7690 -0.5561 -0.2970 0.192
```

Output
E_tot   -5179.0346 eV
Frontier orbital gap   7.3 eV
Net charge   -1
HOMO level   -5.374 eV